{
  "formula": "C29H40BClN12O4STi",
  "method": "wB97M-V/def2-TZVPD",
  "multiplicity": 1,
  "de_lowest_kj_mol": 327.8,
  "homo_lumo_gap_ev": 4.185,
  "e_lumo_ha": -0.03310,
  "homo_energy_ev": -5.09,
  "e_tot_ev": -103941.057,
  "species": ["Ti", "C", "C", "C", "C", "C", "C", "N", "N", "B", "N", "C", "C", "C", "N", "C", "C", "C", "N", "C", "C", "C", "N", "C", "C", "C", "H", "H", "H", "H", "H", "H", "H", "H", "H", "H", "H", "H", "H", "H", "H", "H", "H", "H", "H", "H", "H", "H", "H", "H", "H", "H", "H", "H", "O", "Cl", "O", "O", "O", "N", "N", "C", "N", "S", "H", "H", "H", "H", "H", "N", "C", "C", "C", "C", "C", "C", "C", "N", "C", "C", "N", "C", "H", "H", "H", "H", "H", "H", "H"],
  "positions_angstrom": [[-0.406356, 0.319140, -0.170735], [-2.848843, 4.414357, -1.038009], [-2.848481, 2.905368, -0.789801], [-4.220293, 2.294212, -1.092632], [-2.470092, 2.577923, 0.626921], [-3.025536, 3.084425, 1.812215], [-2.354656, 2.438147, 2.830946], [-1.461070, 1.601662, 2.287826], [-1.522926, 1.688112, 0.940762], [-0.548767, 0.587417, 2.988636], [0.928396, 0.883969, 2.698691], [1.901865, 1.028781, 3.611589], [3.072386, 1.314611, 2.947613], [2.715281, 1.323952, 1.585640], [1.417205, 1.056479, 1.448541], [3.635498, 1.664150, 0.451727], [4.620698, 0.522204, 0.180516], [4.388228, 2.964904, 0.745699], [-0.883409, -0.835637, 2.450780], [-0.919486, -1.926576, 3.225651], [-1.489106, -2.951272, 2.507439], [-1.795853, -2.394488, 1.250424], [-1.390429, -1.114177, 1.224532], [-2.654076, -3.121317, 0.236226], [-3.962586, -3.523477, 0.938360], [-2.990504, -2.310751, -1.010596], [-3.115412, 4.608796, -2.076427], [-3.568089, 4.924907, -0.394053], [-1.863561, 4.845999, -0.857658], [-2.129252, 2.427689, -1.458507], [-4.984859, 2.675431, -0.411680], [-4.511212, 2.525999, -2.116964], [-4.158470, 1.210665, -0.992926], [-3.816103, 3.807835, 1.904247], [-2.455186, 2.525405, 3.899321], [-0.740102, 0.627305, 4.168735], [1.694841, 0.933854, 4.663996], [4.044284, 1.494447, 3.372833], [3.035407, 1.807126, -0.441781], [5.181450, 0.271901, 1.082895], [4.079755, -0.363662, -0.158589], [5.328630, 0.818191, -0.595601], [5.101348, 2.827881, 1.560477], [4.943790, 3.285375, -0.137457], [3.697350, 3.759102, 1.029433], [-0.557961, -1.891910, 4.240366], [-1.674422, -3.958582, 2.837461], [-2.138674, -4.038409, -0.058824], [-4.467942, -2.636342, 1.321964], [-4.623819, -4.014449, 0.223779], [-3.785578, -4.213015, 1.764025], [-3.535390, -1.408769, -0.732691], [-3.603772, -2.902045, -1.691273], [-2.103875, -1.997124, -1.554128], [-0.838688, 1.516963, -3.763205], [-0.612455, 0.029989, -3.424343], [-1.573065, -0.917342, -4.153289], [-1.592514, 0.180462, -1.238508], [0.899121, -0.897229, -0.730301], [1.733520, -2.532979, 1.376900], [1.372458, -3.644142, 0.626148], [0.643955, -3.510357, -0.487714], [0.106652, -4.644952, -1.004614], [0.785135, -2.191481, -1.592798], [2.727010, -2.345316, 1.319107], [1.432192, -2.620984, 2.338324], [1.592829, -4.573117, 0.961682], [0.656520, -5.489784, -0.904135], [-0.226256, -4.518681, -1.955144], [6.735471, 4.353203, -7.143065], [5.918861, 4.113900, -6.371115], [4.905675, 3.819112, -5.403238], [4.240518, 2.594402, -5.422323], [3.259633, 2.311639, -4.493422], [2.929999, 3.252412, -3.523101], [3.597061, 4.473491, -3.495145], [4.572976, 4.758324, -4.428710], [1.945404, 2.967316, -2.555696], [1.296673, 3.890378, -1.755085], [0.513947, 3.179055, -0.912957], [0.663662, 1.834647, -1.175489], [1.524572, 1.749329, -2.154913], [4.500816, 1.867035, -6.178639], [2.734736, 1.366671, -4.536937], [3.372102, 5.200077, -2.728091], [5.087154, 5.708905, -4.402056], [1.398223, 4.951784, -1.875181], [-0.127113, 3.537760, -0.129985], [1.868477, 0.826227, -2.587354]],
  "forces_ev_per_angstrom": [[-2.292, 0.480, -0.324], [0.032, -0.113, 0.038], [-0.048, -0.060, 0.025], [0.154, -0.067, -0.023], [-0.040, 0.064, 0.041], [0.122, -0.049, -0.011], [-0.132, 0.054, -0.092], [0.008, 0.152, 0.312], [-0.248, 0.617, 0.558], [0.121, 0.137, -0.367], [0.217, 0.135, 0.330], [0.090, 0.031, -0.036], [-0.037, -0.130, -0.070], [-0.005, 0.139, 0.141], [-0.288, -0.175, 0.256], [0.132, -0.102, 0.037], [-0.173, 0.103, -0.076], [-0.077, -0.037, -0.067], [-0.092, -0.282, 0.529], [-0.038, -0.039, 0.000], [0.229, 0.049, -0.125], [-0.097, -0.231, 0.215], [0.144, -0.221, 0.271], [-0.221, 0.382, -0.166], [0.147, -0.132, -0.049], [0.232, -0.147, 0.063], [-0.009, 0.026, -0.009], [-0.022, 0.016, -0.005], [-0.012, 0.064, 0.006], [-0.027, 0.069, -0.047], [-0.008, 0.018, 0.002], [-0.010, -0.019, -0.014], [-0.080, -0.014, -0.021], [0.016, 0.038, 0.013], [0.006, -0.083, 0.029], [0.047, -0.061, 0.079], [-0.052, 0.011, 0.022], [0.002, 0.039, 0.030], [-0.036, 0.027, 0.048], [0.022, -0.011, -0.001], [0.051, -0.057, 0.009], [0.034, -0.076, -0.015], [0.012, 0.013, 0.018], [0.033, 0.010, 0.007], [0.004, 0.023, -0.017], [-0.081, 0.053, 0.052], [-0.102, 0.005, 0.031], [0.025, -0.001, 0.063], [-0.021, -0.005, 0.016], [-0.017, 0.007, -0.007], [-0.056, 0.037, 0.056], [0.007, 0.025, -0.095], [-0.058, -0.018, 0.055], [-0.111, 0.036, -0.108], [-0.068, 0.516, -0.002], [1.285, -0.482, -2.020], [-0.323, -0.328, -0.098], [-0.070, 0.247, 1.603], [1.772, -1.419, -0.703], [0.432, 0.096, 0.014], [-0.604, 0.196, 0.347], [1.679, -0.424, -0.278], [0.490, 0.303, -0.694], [-1.198, 0.002, 0.333], [-0.023, -0.037, -0.020], [-0.157, -0.070, -0.076], [-0.350, -0.010, 0.150], [-0.181, -0.084, 0.175], [-0.250, -0.092, 0.068], [0.011, 0.001, -0.007], [0.113, 0.015, -0.101], [-0.276, -0.020, 0.272], [0.169, 0.013, -0.108], [-0.172, -0.085, 0.068], [0.268, -0.020, -0.250], [-0.068, -0.012, 0.143], [0.069, -0.018, -0.131], [-0.058, 0.141, 0.257], [-0.139, 0.070, 0.065], [0.145, 0.049, -0.068], [0.360, 0.942, -0.135], [-0.148, -0.255, -0.276], [-0.058, -0.032, 0.000], [-0.064, 0.032, -0.052], [-0.003, 0.007, 0.002], [0.001, 0.006, 0.005], [0.063, 0.012, -0.043], [-0.035, -0.006, -0.003], [-0.017, 0.011, -0.046]]
}